C18H33N4O4S2Ti | ωB97M-V with the def2-TZVPD basis set

```
62
Properties=species:S:1:pos:R:3:mulliken_charge:R:1
Ti 0.57526 -0.60418 0.16674 0.418
C -0.36677 2.42347 3.15870 -1.546
C -0.15583 0.97969 2.73669 1.729
C -0.83129 -0.01614 3.66160 -1.471
O -0.64646 0.79710 1.36834 -0.187
C 1.33938 0.66634 2.58347 -0.014
O 2.24338 1.15258 3.16506 -0.413
O 1.55522 -0.28712 1.59123 -0.145
H -1.43047 2.64305 3.23640 0.482
H 0.09376 3.11982 2.46091 0.306
H 0.07777 2.58246 4.13984 0.411
H -1.88554 0.23613 3.76987 0.466
H -0.37687 0.03829 4.64897 0.438
H -0.74595 -1.03859 3.28676 0.150
H -1.56829 1.10107 1.33301 0.231
C 0.96540 -3.54243 1.79716 -0.758
N -0.04639 -4.00864 0.86621 0.248
C 0.19821 -5.35206 0.34778 -1.264
C -1.04412 -3.23355 0.42219 0.404
N -0.88880 -1.87147 0.40380 0.297
N -2.18632 -3.76242 -0.01509 0.070
C -3.08948 -3.04159 -0.89943 -1.233
C -2.70967 -5.03208 0.48626 -1.177
H 1.19927 -4.35853 2.48426 0.487
H 0.58718 -2.70603 2.38219 0.042
H 1.89113 -3.25630 1.27312 0.207
H 1.24917 -5.40798 0.05939 0.395
H -0.41347 -5.53419 -0.52850 0.417
H 0.00094 -6.11181 1.10560 0.392
H -1.81207 -1.42604 0.38583 0.184
H -2.53387 -2.35037 -1.53309 0.394
H -3.85930 -2.51022 -0.33270 0.388
H -3.58500 -3.77151 -1.54168 0.398
H -2.15875 -5.33950 1.37011 0.375
H -2.66078 -5.80960 -0.27529 0.386
H -3.75197 -4.87408 0.76104 0.440
O 0.83050 0.86917 -0.93480 -0.405
S 0.96380 2.43524 -0.73617 0.438
C 1.40661 3.01090 -2.39246 -0.725
C 2.92763 2.99137 -2.46642 -0.455
C 3.41108 3.46429 -1.10027 -0.843
C 2.64026 2.65097 -0.06066 -0.204
H 0.99859 4.02126 -2.44209 0.465
H 0.86777 2.38594 -3.10313 0.444
H 3.26785 3.64510 -3.26880 0.402
H 3.28463 1.98071 -2.68170 0.191
H 3.21036 4.52795 -0.97037 0.365
H 4.48132 3.31838 -0.95533 0.375
H 2.55878 3.11243 0.92284 0.504
H 3.03439 1.63085 0.04990 0.046
S 1.48553 -2.22513 -1.36214 -0.611
C 3.15001 -1.93472 -1.81038 0.724
N 3.49978 -2.35121 -3.05182 -0.034
C 4.75461 -2.30784 -3.53063 -0.322
C 5.76695 -1.80308 -2.74974 -0.615
C 5.45375 -1.35544 -1.46646 -0.544
C 4.15160 -1.41883 -0.99521 -0.325
H 2.77079 -2.73827 -3.64675 0.276
H 4.89591 -2.68880 -4.53050 0.462
H 6.77557 -1.77420 -3.13009 0.466
H 6.23521 -0.97315 -0.82469 0.500
H 3.91242 -1.11742 0.02068 0.477
```

Values from the calculation:
charge = +3
LUMO = -10.08 eV
multiplicity = 1